Molecular formula: C24H23N3O2
Method: DFT, ωB97M-V/def2-TZVPD

## Properties
HOMO-LUMO gap = 7.5739 eV
ΔE to the lowest compared entry with this formula, charge and spin = 33.3 kcal/mol
SMILES string = CC(=O)c1ccc(N2CCN(C(=O)/C=C/c3ccc4ccccc4n3)CC2)cc1

Each line ends with the natural charge from an NBO analysis.
CARTESIAN COORDINATES (ANGSTROEM)
C  -1.8953  -3.1045  0.2065  -0.7330
C  -0.5244  -3.6014  -0.1828  0.5806
O  -0.3666  -4.6660  -0.7444  -0.5544
C  0.6108  -2.7103  0.1279  -0.2179
C  0.5221  -1.6144  0.9826  -0.1584
C  1.6052  -0.7895  1.1947  -0.2516
C  2.8232  -1.0010  0.5366  0.1946
N  3.9201  -0.1720  0.7106  -0.4213
C  3.8345  0.9687  1.5911  -0.2353
C  3.0717  2.1351  0.9041  -0.2326
N  3.1395  1.9388  -0.5265  -0.4380
C  2.0865  1.5039  -1.2869  0.6554
O  2.2597  0.9564  -2.3590  -0.6098
C  0.7351  1.8192  -0.7660  -0.2869
C  -0.2799  0.9723  -0.9538  -0.1351
C  -1.6585  1.1630  -0.5291  0.1700
C  -2.1063  2.3472  0.1110  -0.2379
C  -3.4182  2.4587  0.4696  -0.1324
C  -4.3100  1.4020  0.1884  -0.1262
C  -5.6800  1.4347  0.5082  -0.1733
C  -6.4873  0.3767  0.1930  -0.2087
C  -5.9605  -0.7522  -0.4559  -0.1989
C  -4.6339  -0.8183  -0.7766  -0.2130
C  -3.7721  0.2546  -0.4594  0.2274
N  -2.4721  0.1606  -0.7853  -0.4329
C  4.4686  1.5511  -0.9518  -0.2466
C  4.7794  0.1275  -0.4207  -0.2240
C  2.9257  -2.1423  -0.2720  -0.2684
C  1.8475  -2.9698  -0.4682  -0.1166
H  -2.6479  -3.7821  -0.1888  0.2316
H  -1.9867  -3.0737  1.2905  0.2254
H  -2.0507  -2.1009  -0.1865  0.2511
H  -0.4022  -1.3887  1.4917  0.2154
H  1.4771  0.0430  1.8683  0.1999
H  4.8610  1.2747  1.8141  0.2029
H  3.3607  0.6847  2.5303  0.2194
H  2.0307  2.1514  1.2218  0.2157
H  3.5348  3.0951  1.1608  0.1983
H  0.6115  2.7761  -0.2793  0.2046
H  -0.0910  0.0360  -1.4616  0.2435
H  -1.4150  3.1514  0.3065  0.2134
H  -3.7897  3.3476  0.9618  0.2156
H  -6.0791  2.3099  1.0017  0.2112
H  -7.5390  0.4038  0.4376  0.2166
H  -6.6189  -1.5721  -0.7022  0.2181
H  -4.2171  -1.6743  -1.2828  0.2286
H  5.1751  2.2879  -0.5615  0.1930
H  4.4956  1.5639  -2.0410  0.2495
H  4.6002  -0.5919  -1.2152  0.2261
H  5.8271  0.0592  -0.1075  0.1952
H  3.8643  -2.3906  -0.7422  0.2146
H  1.9348  -3.8393  -1.1023  0.2355